(1)
Entry from OMol25: a structure of composition C14H23N3O2S in a non-equilibrium geometry (wB97M-V/def2-TZVPD).

Geometry (Å):
C -1.4744 4.5458 -3.3878
C -0.8168 3.2284 -4.0411
O 0.6455 3.3917 -4.3365
C 1.3916 3.7582 -3.2985
C 1.3663 2.6061 -2.4552
N 2.5005 1.9522 -2.3393
N 2.4299 1.1223 -1.3329
C 1.4459 0.9494 -0.7850
N 1.1821 0.1336 0.2456
C -0.0234 0.2517 1.1374
O -0.5666 1.1559 0.8883
C -0.0143 -0.8031 2.0243
C -0.8171 -2.1263 1.4527
H 0.1347 -2.3797 0.7385
H -1.6452 -1.9760 0.9968
C -0.6783 -3.1308 2.5580
C -1.1191 -4.5160 1.8043
C -1.0504 -5.6690 2.7246
C -2.0217 -5.6951 3.7605
C -1.7462 -4.1832 4.5915
C -1.7717 -3.0850 3.4722
H -1.4120 -2.0075 4.1951
H -2.6080 -2.9358 3.1225
H -2.5071 -3.9641 5.3605
H -0.7461 -4.5424 4.8531
H -2.1075 -6.4741 4.4764
H -3.2521 -5.4431 3.2766
H -1.0882 -6.7591 2.1105
H -0.0481 -5.7490 3.2056
H -0.2201 -4.6984 1.0643
H -1.8248 -4.5388 1.1811
H 0.2469 -3.4092 2.8828
H -0.7873 -0.4654 2.9486
H 0.7310 -0.9356 2.6259
H 1.7841 -0.5300 0.5038
S 0.5730 2.2606 -1.0481
H 1.0820 4.5775 -2.8823
H 2.4893 4.1458 -3.5481
H -1.1594 3.1592 -5.1182
H -0.7526 2.5580 -3.5131
H -1.3130 5.5016 -3.8554
H -1.0358 4.8821 -2.3494
H -2.5694 4.4718 -3.5444

The spin multiplicity is 1. The value obtained for the total energy is -1259.63358 a.u. For the HOMO-LUMO gap, the calculation gives 9.2 eV. For the HOMO energy, the calculation gives -8.667 eV. The value obtained for the LUMO energy is 0.5 eV.

Atom charges from the Mulliken analysis, given in e for atoms 1 to 4: atom 1 (C): -0.98, atom 2 (C): -0.66, atom 3 (O): -0.44, atom 4 (C): -0.67

=====

(2)
Entry from OMol25: a structure of composition C20H26MoN in a non-equilibrium geometry (wB97M-V/def2-TZVPD).

Geometry (Å):
C -0.2463 0.4236 -2.9924
C 0.2512 1.8477 -3.2544
C 0.3381 -0.4696 -4.1492
C -1.7504 0.4655 -3.3075
H -0.1054 -0.2252 -5.1197
H 0.1477 -1.5196 -3.9750
H 1.4144 -0.4037 -4.2988
H -0.0766 2.2630 -4.2211
H 1.3504 1.9139 -3.2739
H -0.1153 2.5039 -2.4382
H -1.9885 0.8228 -4.3208
H -2.2724 1.1321 -2.5996
H -2.2119 -0.5284 -3.2301
C 2.1022 -0.1168 0.6296
C 2.1489 -0.8322 -0.5974
C 2.1718 0.1279 -1.6753
H 2.1942 -1.9074 -0.6943
C 2.1005 1.4523 -1.0988
C 2.0771 1.2816 0.3187
H 2.1349 2.0989 1.0045
H 2.2284 -0.5643 1.6109
H 2.3161 -0.1094 -2.7058
H 2.1664 2.3892 -1.6433
C -2.0847 -0.9815 0.6034
C -1.0737 -1.8960 0.9771
C -0.3084 -2.2097 -0.1701
H -0.9659 -2.3561 1.9605
C -0.9372 -1.6065 -1.3224
C -2.0334 -0.7771 -0.7999
H -2.7746 -0.2533 -1.4006
H -2.8659 -0.6059 1.2588
H 0.5035 -2.9318 -0.2307
H -0.7416 -1.8578 -2.3549
Mo 0.1525 0.2668 -0.8216
N -0.4538 1.0788 1.5267
C -0.3893 0.5540 2.8824
C 0.8532 0.3997 3.4998
C 0.9434 -0.1660 4.7700
C -0.2172 -0.4671 5.5015
C -1.4701 -0.2457 4.9113
C -1.5627 0.2780 3.6001
H 0.1983 1.8582 1.4493
H -1.3829 1.4281 1.3376
H 1.7547 0.7286 3.0203
H 1.9116 -0.3661 5.2243
H -0.1763 -0.8584 6.5200
H -2.4160 -0.4679 5.4667
H -2.5402 0.4741 3.1460

The spin multiplicity is 3. The value obtained for the total energy is -900.27097 a.u. For the HOMO-LUMO gap (alpha / beta), the calculation gives 6.7 / 8.0 eV. For the HOMO energy (alpha / beta), the calculation gives -10.886 / -11.903 eV. Its net charge is +1. The value obtained for the LUMO energy (alpha / beta) is -4.2 / -3.9 eV.

Atom charges from the Mulliken analysis, given in e for atoms 1 to 4: atom 1 (C): 1.98, atom 2 (C): -1.67, atom 3 (C): -1.48, atom 4 (C): -2.06

=====

(3)
Entry from OMol25: an isolated molecule of C4H10O in a non-equilibrium geometry (wB97M-V/def2-TZVPD).

Geometry (Å):
C -0.8966 -0.3022 1.6589
C 0.0528 -0.9351 0.6471
C 0.6519 -0.0259 -0.4961
C 0.3963 1.4675 -0.2183
O -0.0297 -0.4075 -1.6946
H -1.8418 -0.0215 1.1519
H -0.5778 0.6615 2.1406
H -1.2217 -0.8024 2.5461
H 0.9021 -1.4491 1.1241
H -0.4997 -1.6816 0.0586
H 1.6816 -0.2292 -0.7310
H 0.5108 2.1515 -1.0769
H -0.6140 1.5843 0.1792
H 0.9700 2.0872 0.4955
H -0.7051 0.2539 -1.9236

The spin multiplicity is 1. The value obtained for the total energy is -233.60887 a.u. For the HOMO-LUMO gap, the calculation gives 11.2 eV. For the HOMO energy, the calculation gives -10.129 eV. The value obtained for the LUMO energy is 1.0 eV.

Atom charges from the Mulliken analysis, given in e for atoms 1 to 4: atom 1 (C): -1.28, atom 2 (C): -0.31, atom 3 (C): 0.40, atom 4 (C): -1.48

=====

(4)
Entry from OMol25: an isolated molecule of C2H6N2S2 in a non-equilibrium geometry (wB97M-V/def2-TZVPD).

Geometry (Å):
C -0.8385 2.0777 0.1712
N 0.2862 1.3609 -0.3624
C 0.6582 0.1435 0.0271
S 2.1728 -0.5638 -0.0444
N -0.3674 -0.5972 0.6356
S -1.8472 -0.9600 -0.1508
H -1.7057 2.2361 -0.4627
H -0.4463 3.0241 0.5220
H -1.1031 1.5956 1.1125
H 1.0343 1.7603 -0.8615
H -0.0034 -1.4498 1.0327
H -1.3358 -1.4588 -1.3229

The spin multiplicity is 1. The value obtained for the total energy is -985.67122 a.u. For the HOMO-LUMO gap, the calculation gives 9.0 eV. For the HOMO energy, the calculation gives -8.460 eV. The value obtained for the LUMO energy is 0.6 eV.

Atom charges from the Mulliken analysis, given in e for atoms 1 to 4: atom 1 (C): -0.91, atom 2 (N): -0.14, atom 3 (C): 0.26, atom 4 (S): -0.38

=====

(5)
Entry from OMol25: a cluster of 2 separate species, H4O2 in total in a non-equilibrium geometry (wB97M-V/def2-TZVPD).

Geometry (Å):
O 1.1260 -0.2499 -0.2103
H 1.0186 0.7412 -0.2974
H 1.6925 -0.3462 0.5818
O -1.5538 -0.2691 -0.1424
H -1.6207 0.6647 0.1495
H -0.6626 -0.5405 -0.0812

The spin multiplicity is 1. The value obtained for the total energy is -152.86679 a.u. For the HOMO-LUMO gap, the calculation gives 11.5 eV. For the HOMO energy, the calculation gives -10.957 eV. The value obtained for the LUMO energy is 0.5 eV.

Atom charges from the Mulliken analysis, given in e for atoms 1 to 4: atom 1 (O): -0.72, atom 2 (H): 0.34, atom 3 (H): 0.34, atom 4 (O): -0.66

=====

(6)
Entry from OMol25: a cluster of 12 separate species, C37H64Br22F9IO3S in total in a non-equilibrium geometry (wB97M-V/def2-TZVPD).

Geometry (Å):
C -0.5342 3.0496 -2.1381
C -0.7657 2.2883 -3.4284
C 0.0517 0.8949 -3.6768
C -0.5647 -0.4373 -2.9554
C -1.8250 -0.3517 -1.9271
C -1.7323 -1.2805 -0.5844
C -2.7258 -2.6256 -0.6340
C -4.2660 -2.0813 -0.4521
C -5.3865 -3.2021 -0.9921
F -4.7539 -4.5294 -0.6406
F -6.6010 -2.9350 -0.1334
C -5.6456 -2.9944 -2.5903
F -5.7122 -1.5512 -3.0222
F -4.4377 -3.5466 -3.3031
S -7.1525 -3.8250 -3.3049
F -7.2481 -5.0252 -2.0921
F -8.2681 -2.7728 -2.5439
F -7.0475 -2.7308 -4.6566
F -6.0931 -4.8794 -4.1897
F -8.4888 -4.5845 -4.0804
O -1.1251 -1.2083 -4.1168
C -0.8827 -2.6289 -3.7643
O -1.5580 -3.6632 -4.3097
O 0.1710 -2.7535 -2.7451
C 0.7294 -1.3946 -2.6496
C 1.7895 -1.0139 -1.4599
I 3.6799 -0.1335 -2.1585
C 2.2257 -2.3594 -0.5676
C 3.0302 -3.4880 -1.4612
H 0.4982 2.9277 -1.5663
H -1.3431 3.7584 -1.6489
H -1.5151 2.7815 -4.1959
H 1.1835 1.1074 -3.4433
H 0.0052 0.6869 -4.8517
H -2.1202 0.7339 -1.5722
H -2.7776 -0.7440 -2.5320
H -0.6566 -1.5892 -0.2497
H -2.1744 -0.6311 0.3151
H -2.5482 -3.2600 -1.6011
H -2.4647 -3.2188 0.3688
H -4.4580 -2.0199 0.7247
H -4.4630 -1.0037 -0.8608
H 1.4363 -1.3673 -3.6115
H 1.2156 -0.3183 -0.6900
H 3.0233 -1.9429 0.2167
H 1.3237 -2.7842 0.0487
H 4.1872 -3.5425 -1.2247
H 2.8511 -3.3518 -2.6261
H 2.5712 -4.5375 -1.1541
Br -7.2723 -7.6598 2.5138
C -8.7142 -6.5403 1.8271
C -8.2411 -5.1256 1.5863
Br -8.0903 -4.1368 3.2608
H -9.5382 -6.6064 2.5429
H -9.0164 -7.0111 0.8874
H -8.9728 -4.5699 0.9932
H -7.2655 -5.0718 1.0950
Br 5.9141 0.6348 1.0088
C 5.8836 2.5834 0.9353
C 4.8362 3.1497 1.8657
Br 3.0467 2.9596 1.1137
H 5.7301 2.8610 -0.1112
H 6.8846 2.8951 1.2461
H 4.9770 4.2264 1.9953
H 4.8224 2.6687 2.8478
Br -10.9703 -0.6029 8.2538
C -10.8321 -1.5556 6.5576
C -10.0422 -2.8345 6.7113
Br -8.1284 -2.4739 6.8182
H -10.3956 -0.8602 5.8355
H -11.8643 -1.7722 6.2686
H -10.1626 -3.4706 5.8298
H -10.3097 -3.4052 7.6050
Br 8.3547 5.0585 -1.1827
C 7.5808 5.3288 -2.9523
C 6.1327 5.7498 -2.8576
Br 4.9819 4.2316 -2.4391
H 7.7270 4.3997 -3.5100
H 8.1832 6.1196 -3.4080
H 5.7747 6.1201 -3.8223
H 5.9505 6.5089 -2.0917
Br 5.0957 5.2080 5.0485
C 6.1610 6.7779 4.5966
C 6.2851 6.9424 3.0997
Br 7.5777 5.6854 2.3559
H 7.1241 6.6664 5.1022
H 5.6216 7.6226 5.0341
H 6.6769 7.9329 2.8517
H 5.3435 6.7850 2.5662
Br 7.7995 2.1747 7.5295
C 6.7565 3.0173 8.9458
C 6.0598 4.2614 8.4459
Br 7.3053 5.7544 8.2913
H 7.4414 3.2076 9.7766
H 6.0262 2.2616 9.2486
H 5.3043 4.5949 9.1629
H 5.5924 4.1330 7.4656
Br 3.2957 8.4841 -1.1761
C 4.3610 10.0540 -1.6280
C 4.4851 10.2186 -3.1249
Br 5.7777 8.9615 -3.8687
H 5.3241 9.9426 -1.1224
H 3.8216 10.8988 -1.1906
H 4.8769 11.2090 -3.3729
H 3.5435 10.0611 -3.6585
Br -1.0478 -9.1523 -0.8116
C -2.4896 -8.0328 -1.4983
C -2.0166 -6.6181 -1.7390
Br -1.8657 -5.6293 -0.0646
H -3.3136 -8.0989 -0.7825
H -2.7919 -8.5036 -2.4379
H -2.7483 -6.0624 -2.3322
H -1.0410 -6.5643 -2.2303
Br -2.4005 -8.3584 3.4555
C -3.4435 -7.5158 4.8717
C -4.1402 -6.2717 4.3718
Br -2.8947 -4.7788 4.2172
H -2.7586 -7.3255 5.7025
H -4.1738 -8.2715 5.1745
H -4.8957 -5.9382 5.0888
H -4.6076 -6.4001 3.3915
Br -4.5126 3.2100 -6.1407
C -5.6292 1.6110 -6.1393
C -5.6087 0.9306 -4.7903
Br -3.9516 -0.0635 -4.5259
H -5.2736 0.9726 -6.9527
H -6.6356 1.9671 -6.3763
H -6.4029 0.1817 -4.7239
H -5.7005 1.6265 -3.9517
Br 11.4027 4.4396 -2.8696
C 11.8890 2.9013 -1.7738
C 11.6480 1.6053 -2.5124
Br 9.7511 1.1526 -2.5437
H 11.3227 2.9814 -0.8418
H 12.9535 3.0306 -1.5591
H 12.1307 0.7712 -1.9954
H 11.9877 1.6284 -3.5517

The spin multiplicity is 1. The value obtained for the total energy is -59896.45167 a.u. For the HOMO-LUMO gap, the calculation gives 6.5 eV. For the HOMO energy, the calculation gives -8.851 eV. The value obtained for the LUMO energy is -2.4 eV.

Atom charges from the Mulliken analysis, given in e for atoms 1 to 4: atom 1 (C): -0.73, atom 2 (C): -0.23, atom 3 (C): -0.44, atom 4 (C): 1.92